A 8-piece molecular cluster, C15H35Br8N3O7 overall in a non-equilibrium geometry. Source: the Open Molecules 2025 dataset; level of theory: the ωB97M-V functional and the def2-TZVPD basis.

Summary:
- Gap between HOMO and LUMO: 9.6 eV
- SMILES string: C[N+](=O)[O-].C[N+](=O)[O-].C[N+](=O)[O-].BrCCBr.BrCCBr.BrCCBr.BrCCBr.CCOCC

```
68
Properties=species:S:1:pos:R:3:forces:R:3
Br -3.68250 -2.81665 -4.71742 0.074 0.785 -0.062
C 7.39193 -1.30755 -3.60757 0.390 -0.080 1.644
O -1.16049 -1.43620 1.42940 -0.420 -0.270 -0.334
H 1.53334 0.07364 1.74281 -0.142 0.613 0.389
Br -5.20977 1.50417 -4.26914 -0.510 -0.471 -0.316
H 6.11558 -3.13448 -3.07877 1.108 -0.153 0.222
C 3.37463 3.38920 -5.71697 -0.241 -0.071 0.159
C -2.80263 -8.55515 1.70876 -0.035 -0.827 0.355
C 4.63166 -3.05599 -6.62874 -1.535 -0.238 0.329
C -3.79844 -0.83605 -4.65358 -0.715 -0.179 0.061
H 3.47306 3.11061 -4.66778 -0.022 0.034 -0.082
H 8.25212 -1.84873 -4.00165 0.122 0.262 0.254
H 5.85552 -4.23322 -5.26350 0.060 -0.517 -0.168
H -5.77044 -0.72329 -5.56428 0.248 0.842 -0.389
H -4.67700 -4.23045 10.03709 0.059 0.403 0.751
N 2.21567 4.31580 -5.83212 -1.271 0.643 -0.981
Br 0.21004 9.16835 6.09341 -0.872 -0.803 0.483
O 1.06608 3.82059 -5.84776 2.379 1.224 0.297
C -1.14921 7.84861 6.78325 -0.277 -0.019 -0.161
H -4.55699 -9.64143 2.08953 -0.338 -0.345 -0.581
H -3.26050 -0.47798 -3.77579 -0.174 -0.348 0.003
H -2.98000 8.32824 -0.32703 0.139 0.195 -0.143
H 0.39093 0.24973 0.43644 -0.371 -0.122 0.165
O 0.29510 -1.67478 3.00205 -0.134 0.974 -1.202
Br -1.62075 4.90712 7.16311 0.427 1.101 -0.163
H -2.46279 10.00464 0.05238 -0.664 0.242 -0.392
H 0.00746 1.13066 1.93977 0.095 -0.449 0.347
O -0.59949 7.93574 0.10370 -1.677 0.695 0.218
Br -5.02924 -2.62356 7.56099 0.026 0.035 0.577
Br -0.86631 -8.85440 1.69694 -0.454 0.119 -0.144
H -1.89437 7.68471 6.00480 0.370 0.156 -0.237
H -3.03179 -8.07158 2.65836 0.164 -0.135 0.037
H -5.91342 -0.93796 -3.91666 0.529 0.356 0.607
N -0.98460 8.86679 -0.62160 2.611 -3.219 0.705
H -3.32806 -0.39625 -5.53302 0.058 -0.412 -0.007
H 7.45229 -0.99911 -2.56386 1.181 0.030 0.201
H 4.21210 -3.89128 -7.18941 0.207 0.013 -0.159
H 3.82962 -2.32829 -6.50509 -0.422 -0.124 0.161
C -5.27772 -0.42551 -4.63873 0.493 -0.571 0.105
H 4.35278 -3.83538 -4.53230 -0.486 0.722 0.121
C -2.42247 9.19659 -0.67806 0.642 0.064 0.206
O 5.80278 -2.28596 -4.89316 -0.681 0.218 0.128
C -0.45301 6.54315 7.12682 0.532 -0.313 0.109
O -0.16081 9.40013 -1.31656 -0.698 1.715 -0.973
N -0.17736 -1.08968 2.02641 0.404 0.926 0.824
O 2.50541 5.50502 -6.01378 -0.948 -1.650 0.525
H -3.54308 -2.82891 10.58796 -0.380 -0.591 0.499
C -3.71000 -3.72910 9.99644 -0.271 -0.559 -0.877
C 6.17263 -2.16054 -3.56487 -1.105 0.868 -0.457
Br -2.43491 -5.18748 10.59526 -0.621 1.154 -0.476
H -3.07236 -7.85580 0.91740 0.229 -0.238 -0.009
H 5.40871 -1.58328 -3.04401 -0.415 0.167 0.239
Br -3.86216 -10.24483 -0.38483 -0.066 0.040 1.384
H 0.33625 6.37412 6.39429 -0.329 -0.358 -0.077
C -3.61285 -9.86938 1.59482 0.214 1.013 -0.903
C 0.47892 0.24072 1.52284 0.560 -1.668 -0.185
H 3.11448 2.51136 -6.30843 0.255 0.122 0.058
H 0.03570 6.51891 8.10081 -0.258 0.275 -0.043
H -2.59598 9.45503 -1.72267 -0.349 0.299 0.383
H -2.70847 -2.59152 8.51748 -0.111 -0.102 -0.482
C -3.50016 -3.34051 8.53653 1.165 -0.556 -0.075
H 4.24602 3.94621 -6.06126 -0.152 -0.312 0.021
H -1.68615 8.32426 7.60396 0.407 -0.039 0.083
H 5.32037 -2.44675 -7.21406 0.667 -0.738 0.211
H -3.22602 -4.21654 7.94872 0.134 0.218 0.079
H -3.20317 -10.78074 2.03035 0.289 0.377 -0.140
C 5.10403 -3.44495 -5.21880 1.179 -0.064 -2.313
H 7.24014 -0.36268 -4.12938 -0.275 -0.357 -0.411
```
Positions in Å, forces in eV/Å.

C6H8CuLiO6 as an isolated structure in a non-equilibrium geometry. Source: the Open Molecules 2025 dataset; level of theory: the ωB97M-V functional and the def2-TZVPD basis.

Summary:
- Energy above the lowest of the compared OMol25 structures with the same formula, charge and spin: 167.7 kJ/mol
- Gap between HOMO and LUMO: 7.9 eV

```
22
Properties=species:S:1:pos:R:3:forces:R:3
O 1.44500 -0.50094 -0.83082 -0.006 -0.515 -0.314
O -2.42964 1.37502 0.01152 0.684 -0.340 0.312
C 2.80843 -0.78360 -0.64631 0.363 -0.254 0.056
C 1.06167 0.70579 0.32072 -0.441 2.229 -0.588
H -2.83252 -1.72891 0.62891 -0.019 0.228 -0.133
H -4.26979 0.76604 0.70727 0.284 -0.071 0.018
C -2.98985 -0.86621 -0.03088 -0.468 -0.174 0.128
H 2.95277 -1.83601 -0.35415 -0.009 0.221 -0.064
H -3.79200 -1.10167 -0.74165 0.168 0.080 0.147
O 2.06439 0.38555 1.23397 -0.463 -0.412 0.097
C 3.24823 0.16516 0.48553 0.067 0.104 -0.188
O -0.19698 0.36404 0.70768 -0.318 -0.579 0.301
O 1.17904 1.82929 -0.27838 0.342 -0.426 -0.384
C -3.22811 0.42820 0.73439 -0.126 -0.066 0.315
Cu -0.09617 -1.61968 -0.23406 0.165 0.031 -0.125
H 3.60969 1.10715 0.04167 -0.071 -0.216 0.369
H -2.87786 0.36230 1.77398 -0.081 0.045 -0.260
O -1.79681 -0.58368 -0.78785 -0.181 -0.364 0.134
C -1.35346 0.74646 -0.53979 0.329 0.367 -0.681
Li 0.10085 1.66753 -1.79304 0.166 -0.069 0.842
H 3.39769 -0.59980 -1.55912 -0.210 -0.030 0.175
H 3.99544 -0.28205 1.15040 -0.175 0.213 -0.157
```
Positions in Å, forces in eV/Å.

A single C5H8N2O3 molecule in a non-equilibrium geometry. Source: the Open Molecules 2025 dataset; level of theory: the ωB97M-V functional and the def2-TZVPD basis.

Summary:
- Energy above the lowest of the compared OMol25 structures with the same formula, charge and spin: 37.8 kJ/mol
- <S²>: 2.009
- Gap between HOMO and LUMO (spin up / spin down): 7.2 / 7.5 eV
- Multiplicity: 3

```
18
Properties=species:S:1:pos:R:3:forces:R:3
H 0.99207 0.99972 1.82940 0.728 0.084 -1.127
H 1.82102 2.17672 0.82592 1.289 2.404 0.258
H -3.25760 -0.37098 0.41816 -0.443 -0.990 -1.645
H 2.36148 0.44467 0.72602 0.074 0.565 0.320
O -0.44229 1.93217 -0.12252 -0.764 0.178 -0.546
H 1.88201 -2.58384 -0.47705 -0.409 2.054 0.402
H -2.99942 -1.19549 -1.33480 -0.783 0.630 -0.657
C -1.46876 0.04638 -0.36303 2.772 -5.767 -1.523
O 1.70427 -1.60298 -0.29749 -1.293 -1.610 -0.694
C 0.62601 1.03683 -0.37888 0.581 -2.282 2.465
C 1.56841 1.18404 0.87129 -2.323 -3.046 -0.026
O 1.31483 1.38336 -1.49890 0.561 2.014 -0.688
H 1.61876 2.32880 -1.33252 -0.313 -1.673 -0.576
H -2.30406 -1.85687 0.08131 -0.140 1.013 -0.386
N 0.29433 -1.52218 -0.55478 2.982 -5.103 -0.353
C -2.62947 -0.87929 -0.38508 0.737 -0.305 3.519
N -1.64205 1.33083 -0.21670 -1.593 5.231 0.674
C -0.13752 -0.32904 -0.47909 -1.663 6.602 0.584
```
Positions in Å, forces in eV/Å.

An isolated ion of composition C8H12N3 and charge +1 in a non-equilibrium geometry. Source: the Open Molecules 2025 dataset; level of theory: the ωB97M-V functional and the def2-TZVPD basis.

Summary:
- Energy above the lowest of the compared OMol25 structures with the same formula, charge and spin: 340.2 kJ/mol
- Gap between HOMO and LUMO (spin up / spin down): 7.6 / 7.6 eV
- Total charge: +1
- SMILES string: Cc1n[nH]c2c1=C[N@H+](C)CC=2

```
23
Properties=species:S:1:pos:R:3:forces:R:3
C 2.88868 -0.62008 0.07534 -1.294 -2.405 0.512
H 1.79055 0.43261 -1.43865 -0.028 -0.828 1.159
N 1.63090 0.11440 -0.42790 1.355 0.602 -1.066
C 0.14503 2.04091 -0.05834 -0.956 3.899 -0.875
C -2.40128 -2.06713 0.09591 -1.730 -0.994 -1.132
H 2.23831 2.11822 0.26083 0.014 -0.579 -0.670
N -2.94314 0.36657 0.11487 -1.464 -0.214 -0.304
H 2.81153 -0.99788 1.14018 -0.488 1.267 -0.928
C 0.42695 -0.71179 -0.36805 -1.898 -0.080 0.960
C -0.77374 -0.09837 -0.13340 0.315 0.151 -1.168
H 0.54658 -1.80141 -0.49096 0.073 0.833 0.137
H 2.97046 -1.64260 -0.42361 0.092 1.774 -0.156
H -3.03837 2.28289 0.10307 1.494 0.648 -0.283
H -2.37774 -2.51100 1.07938 0.359 0.041 0.377
H 0.32243 3.15484 -0.03725 -1.106 -1.139 -0.015
C -2.13553 -0.61143 0.04094 1.888 -0.720 -0.217
N -2.31690 1.58799 -0.08823 -3.228 -1.379 0.172
H 1.36275 1.10828 1.40112 -0.025 0.180 -1.200
C -1.02275 1.38059 -0.21005 4.626 -0.648 1.449
H 3.72580 0.03035 -0.02706 0.616 0.245 -0.318
C 1.39540 1.41774 0.29414 0.975 -1.772 2.593
H -1.83042 -2.69463 -0.62151 0.350 0.756 0.602
H -3.41550 -2.27910 -0.28078 0.061 0.362 0.372
```
Positions in Å, forces in eV/Å.